[1]
{
  "formula": "C43H52N11O10P2SeSi2W",
  "method": "ωB97M-V with the def2-TZVPD basis set",
  "lumo_ev": -4.50,
  "e_homo_ev": -10.65,
  "largest_force_ev_per_a": 2.3,
  "multiplicity": 1,
  "charge": 1,
  "elements": ["W", "Se", "P", "P", "Si", "Si", "O", "O", "O", "O", "O", "O", "O", "O", "O", "O", "N", "N", "N", "N", "N", "N", "N", "N", "N", "N", "N", "C", "C", "C", "C", "C", "C", "C", "C", "C", "C", "C", "C", "C", "C", "C", "C", "C", "C", "C", "C", "C", "C", "C", "C", "C", "C", "C", "C", "C", "C", "C", "C", "C", "C", "C", "C", "C", "C", "C", "C", "C", "C", "C", "H", "H", "H", "H", "H", "H", "H", "H", "H", "H", "H", "H", "H", "H", "H", "H", "H", "H", "H", "H", "H", "H", "H", "H", "H", "H", "H", "H", "H", "H", "H", "H", "H", "H", "H", "H", "H", "H", "H", "H", "H", "H", "H", "H", "H", "H", "H", "H", "H", "H", "H", "H"],
  "positions_angstrom": [[0.050897, -0.958495, -0.292205], [-0.805899, -4.901581, -2.777261], [-2.197286, -0.461684, 1.391711], [-0.061328, 1.562760, 1.053925], [2.791398, 0.396009, 1.555670], [-1.504903, -3.426491, 1.731339], [4.185904, -5.143250, -0.493569], [0.081241, -1.362868, -3.095710], [2.019855, -1.639741, -1.204245], [5.076145, -5.569942, -5.004213], [1.450884, -1.993075, 1.114237], [-1.896165, 0.467990, -2.475902], [1.062421, -0.875292, -4.945051], [3.455404, -3.364478, 0.421741], [-1.767392, -1.322024, -1.299982], [3.968968, -4.417310, -6.453349], [2.261574, 1.206719, -1.381830], [1.916666, 1.764995, -3.384006], [-0.036543, -3.020203, -0.680644], [1.018675, -1.454642, -3.875958], [2.804302, 1.783265, -2.374973], [3.722449, -4.036765, -0.571401], [-1.113830, -1.706637, 1.265125], [1.021979, 0.781675, -1.705222], [1.079368, 0.371439, 0.907960], [4.275990, -4.718637, -5.320460], [-2.403686, -0.573962, -2.194378], [-3.857612, -0.721882, 0.737399], [-1.389565, 3.122906, 2.821331], [-3.029639, 0.403042, 5.806903], [-1.641352, 3.768613, 4.018243], [3.265375, 2.191406, 1.811985], [-6.474550, -0.888580, -0.188333], [3.627519, -3.970888, -4.235840], [0.021805, 2.893027, -5.540278], [3.349159, -3.539279, -1.901965], [-0.855482, 3.291506, -0.946771], [-0.772744, 3.605436, 5.091333], [0.025468, -4.459513, 2.066894], [-0.187970, 5.595189, -1.118330], [-0.368187, -3.759954, -1.545406], [-6.002242, -1.815664, 0.733192], [-5.646807, 0.127614, -0.636874], [-1.814149, -0.148041, 5.423335], [0.738041, 5.403355, -0.102809], [-1.556190, -0.381674, 4.083830], [-3.729317, 0.479202, 3.510222], [0.329027, 2.775355, 4.969200], [2.430835, -2.456628, -2.116038], [0.849215, 4.164983, 0.508765], [2.104563, -2.328758, -3.497185], [1.719040, 4.556996, -4.675982], [-4.339617, 0.208963, -0.178201], [0.565479, 2.101520, 3.779094], [-2.512955, -0.080590, 3.119930], [2.683118, -3.017290, -4.538226], [3.935179, -4.260421, -2.928608], [0.806926, 1.178854, -2.946540], [-1.302568, 0.597275, 0.387255], [0.064385, 3.094800, 0.082941], [-2.303438, -3.373014, 3.432181], [-0.283148, 2.278574, 2.695738], [-3.982922, 0.723068, 4.850474], [-2.667708, -4.223903, 0.510371], [4.193035, -0.264590, 0.511654], [2.772412, -0.489712, 3.223590], [-0.984853, 4.539478, -1.537700], [-4.705210, -1.724688, 1.205999], [2.326024, 2.127024, -4.753951], [1.503767, 3.234859, -5.398760], [1.005309, 2.641492, 5.803476], [-2.899517, -3.584829, -0.341757], [-4.930811, 1.150892, 5.148508], [1.764984, -0.699942, 3.587569], [-3.682209, 0.995964, -0.526301], [-0.444285, 3.538264, -6.284337], [-0.958740, 4.127991, 6.020484], [1.415600, 1.439996, 3.716190], [1.927989, 3.324102, -6.403677], [-2.626667, -4.402169, 3.624453], [2.154980, -2.537960, 0.681322], [4.283135, 2.143679, 2.215304], [-1.569820, -3.121379, 4.200545], [1.371701, 4.495644, -3.645664], [3.328601, 2.711576, 0.855007], [1.520572, 4.055246, 1.348223], [-2.232845, -5.145457, 0.118340], [4.746828, 0.593044, 0.126354], [-6.650853, -2.605315, 1.088578], [3.364655, 2.437088, -4.653654], [-2.055819, 3.281406, 1.979499], [4.860925, -0.848715, 1.149094], [2.678438, 2.782951, 2.511538], [-0.293420, 6.569351, -1.578257], [-0.362992, -5.433746, 2.380836], [1.351057, 6.227235, 0.237467], [0.688157, -4.632897, 1.222633], [3.899831, -0.879294, -0.327790], [0.608626, -4.097941, 2.921772], [-0.515661, 3.057305, -4.602129], [-3.605031, -4.483854, 1.005296], [-3.166073, -2.727567, 3.585021], [-2.507044, 4.411011, 4.109968], [-0.138085, 1.858892, -5.853630], [1.165149, 5.358885, -5.165676], [-4.367003, -2.438745, 1.942951], [-6.012135, 0.853928, -1.350411], [2.292368, 1.204248, -5.334140], [-0.609817, -0.819045, 3.786502], [-3.234599, 0.581097, 6.854565], [-1.496462, 2.472345, -1.246367], [2.773707, 4.837122, -4.658476], [3.298462, -1.442586, 3.138389], [-7.491376, -0.958424, -0.551519], [-1.068740, -0.397030, 6.167426], [-1.720259, 4.689249, -2.318188], [4.629320, -5.054800, -2.700385], [3.286527, 0.097204, 3.989274], [1.028923, -2.452069, 1.849532], [-4.488472, 0.709570, 2.773821], [-0.064362, 0.996393, -3.543705], [2.387965, -2.825215, -5.559321]],
  "forces_ev_per_angstrom": [[0.2433, -0.7285, 2.1677], [0.0789, 0.0975, 0.0456], [-0.1116, 0.0852, -0.1378], [-0.1903, 0.2080, -0.2199], [-0.1918, 0.0584, 0.0568], [-0.0072, 0.2363, 0.0537], [0.3735, 0.0861, -0.0198], [0.0355, -0.0256, -0.3251], [-0.1893, 0.0203, -0.4741], [0.0214, -0.0446, 0.0170], [0.0247, 0.3152, 0.0460], [0.0441, -0.3132, 0.0571], [-0.0588, -0.1250, 0.1454], [0.3135, 0.0856, 0.0412], [0.7971, 0.4858, -0.4681], [-0.0343, 0.0024, -0.0543], [0.0488, -0.0468, 0.0545], [-0.1053, 0.1296, 0.0089], [-0.3412, 0.2156, -0.4137], [-0.0509, -0.0092, 0.0762], [0.0415, 0.0119, -0.0050], [-0.8457, -0.2843, 0.0188], [-0.3465, -0.4499, -0.1518], [-0.5365, 0.1369, -0.4151], [0.5009, 0.1773, -0.1791], [0.0291, 0.0391, 0.0256], [-0.2324, 0.1355, 0.0212], [0.0049, 0.0415, -0.0294], [-0.0399, -0.0043, 0.0150], [0.0088, 0.0076, -0.0052], [0.0084, -0.0085, 0.0053], [0.0962, -0.0415, 0.0203], [-0.0022, 0.0074, -0.0026], [-0.0033, -0.0451, -0.0158], [-0.0465, 0.0125, 0.0383], [0.2050, 0.0749, 0.0489], [-0.0132, -0.0493, 0.0215], [-0.0263, 0.0015, -0.0085], [-0.0362, 0.0071, 0.0111], [0.0266, -0.0154, -0.0981], [0.0978, -0.1967, 0.0247], [-0.0170, 0.0055, -0.0142], [0.0154, 0.0045, 0.0059], [0.0171, 0.0363, -0.0049], [0.0002, -0.0215, 0.0254], [0.1078, 0.0376, 0.0366], [-0.0438, 0.0023, 0.0005], [-0.0215, -0.0145, 0.0257], [0.2005, -0.0142, 0.1977], [0.0218, 0.0582, 0.0391], [-0.2217, 0.0814, -0.1607], [-0.0071, 0.0961, -0.0616], [-0.0104, 0.0282, 0.0396], [0.0138, -0.1060, 0.0547], [0.0136, 0.0617, -0.0099], [0.0731, -0.0113, 0.0940], [-0.0727, 0.0749, -0.0389], [0.2171, -0.1685, -0.0546], [0.2139, -0.0022, -0.0445], [-0.0290, -0.0109, -0.0014], [0.0327, -0.1261, -0.0091], [0.0069, 0.0024, 0.0179], [0.0049, 0.0039, 0.0158], [0.0315, -0.0512, -0.0014], [-0.0565, 0.0142, 0.0363], [0.0341, -0.0147, -0.0537], [0.0460, 0.0255, -0.0860], [-0.0211, -0.0441, 0.0032], [0.0102, -0.0262, 0.0933], [0.0560, 0.0224, -0.0371], [0.0016, 0.0022, -0.0036], [0.0174, 0.0392, 0.0174], [0.0012, 0.0013, 0.0014], [-0.0056, 0.0078, -0.0060], [-0.0194, -0.0034, 0.0032], [0.0062, 0.0175, 0.0149], [0.0014, -0.0061, 0.0016], [-0.0592, 0.0288, -0.0037], [-0.0088, -0.0441, -0.0020], [-0.0149, 0.0116, 0.0231], [-0.0743, -0.0892, 0.0340], [0.0003, 0.0269, -0.0060], [-0.0162, -0.0068, -0.0094], [-0.0724, 0.0094, 0.1578], [-0.0069, 0.0011, -0.0035], [-0.0079, -0.0034, -0.0325], [0.0022, 0.0013, -0.0148], [0.0096, -0.0199, -0.0223], [0.0063, -0.0007, 0.0080], [0.0082, -0.0273, 0.0154], [0.0110, -0.0082, -0.0062], [0.0063, 0.0142, 0.0054], [0.0086, -0.0400, -0.0284], [-0.0065, 0.0028, 0.0132], [0.0097, 0.0037, 0.0024], [0.0056, -0.0034, 0.0016], [-0.0172, -0.0059, -0.0347], [-0.0375, -0.0365, -0.0190], [0.0123, 0.0114, -0.0106], [0.0183, -0.0331, 0.0282], [0.0041, -0.0252, -0.0070], [0.0072, 0.0110, -0.0461], [0.0042, 0.0047, 0.0035], [0.0224, 0.0078, -0.0353], [0.0019, -0.0116, 0.0131], [0.0174, 0.0096, -0.0026], [0.0010, -0.0004, -0.0020], [-0.0460, 0.0650, -0.0303], [-0.0104, 0.0107, -0.0304], [-0.0002, -0.0020, -0.0013], [0.0269, -0.0134, -0.0257], [-0.0137, -0.0053, -0.0146], [-0.0085, -0.0078, 0.0030], [0.0003, -0.0053, -0.0007], [-0.0059, 0.0040, 0.0076], [0.0036, -0.0026, 0.0002], [0.0111, -0.0004, 0.0003], [0.0155, 0.0009, -0.0136], [0.0285, -0.1399, -0.0859], [0.0157, -0.0013, -0.0109], [-0.0559, 0.0188, 0.0513], [-0.0056, -0.0038, -0.0019]],
  "lowdin_charge": [1.9276, 0.7341, 0.7954, 0.7952, 0.4522, 0.4369, 0.1400, -0.0198, -0.2119, 0.1067, -0.2150, -0.0585, 0.1054, 0.0472, -0.3533, 0.1008, 0.0114, -0.0385, -0.1121, -0.2857, 0.1274, -0.2842, -0.3618, -0.0551, -0.3838, -0.3501, -0.0896, -0.3060, -0.0760, -0.0539, -0.0541, -0.1754, -0.0567, -0.1107, -0.0596, -0.0133, -0.0944, -0.0578, -0.1637, -0.0701, -0.9052, -0.0529, -0.0538, -0.0600, -0.0561, -0.1152, -0.0633, -0.0569, -0.2381, -0.0745, -0.0592, -0.0620, -0.0974, -0.0971, -0.2978, 0.1068, 0.1042, -0.1335, -0.4982, -0.2956, -0.1678, -0.2955, -0.0566, -0.1696, -0.1611, -0.1712, -0.0709, -0.0859, -0.0885, -0.4018, 0.1149, 0.0286, 0.1125, 0.0114, 0.0866, 0.0883, 0.1125, 0.0578, 0.1428, 0.0516, 0.0271, 0.0522, 0.0346, 0.0626, 0.0298, 0.0875, 0.0281, 0.0377, 0.1133, 0.1310, 0.1209, 0.0467, 0.0119, 0.1119, 0.0567, 0.1125, 0.0273, -0.0012, 0.0468, 0.0704, 0.0387, 0.0218, 0.1137, 0.0828, 0.0875, 0.0809, 0.1125, 0.1192, 0.0962, 0.1128, 0.0711, 0.0855, 0.0373, 0.1116, 0.1160, 0.1109, 0.1421, 0.0451, 0.0365, 0.1124, 0.1109, 0.1456]
}


[2]
{
  "formula": "C16H14N4O6",
  "method": "ωB97M-V with the def2-TZVPD basis set",
  "relative_energy_kcal_mol": 0.0,
  "lumo_ev": 0.47,
  "smiles": "O=C(O)COc1cccc(CNC(=O)Nc2nnc(-c3ccco3)o2)c1",
  "e_homo_ev": -8.74,
  "largest_force_ev_per_a": 6.1,
  "multiplicity": 1,
  "elements": ["O", "O", "O", "O", "O", "O", "N", "N", "N", "N", "C", "C", "C", "C", "C", "C", "C", "C", "C", "C", "C", "C", "C", "C", "C", "C", "H", "H", "H", "H", "H", "H", "H", "H", "H", "H", "H", "H", "H", "H"],
  "positions_angstrom": [[2.489311, 3.472718, -0.480425], [-3.528452, -4.108508, 1.127230], [6.034536, 3.273258, 0.224643], [-2.836324, -6.425129, -0.870033], [-1.844941, 2.997704, -0.385898], [-3.426662, -7.378593, 1.119966], [3.356886, 1.947352, 0.822497], [-0.847322, 1.175707, 0.547638], [0.185996, 3.201959, -0.278700], [1.937330, 1.933815, 0.888762], [3.576098, 2.988375, 0.077390], [-2.633513, -5.229406, 1.239091], [4.824193, 3.556081, -0.286268], [-3.047904, -6.420699, 0.438287], [-0.886650, 2.479944, 0.036956], [-2.499706, -0.695383, 0.476118], [6.303450, 4.971108, -1.278201], [-2.060107, 0.585908, 1.262742], [-2.795727, -1.828358, -1.647758], [4.904928, 4.558764, -1.190240], [6.917945, 4.108955, -0.397143], [-2.723388, -1.865983, 1.213928], [-2.602208, -0.666887, -0.906668], [-3.140367, -3.005597, 0.490303], [-3.072284, -2.970054, -0.889873], [1.433499, 2.848109, 0.088162], [4.087573, 4.880927, -1.803897], [-0.036190, 4.222988, -0.451597], [8.004409, 4.118284, -0.255287], [-3.088505, -7.271214, -1.108455], [-1.898321, 0.290422, 2.311696], [-2.608978, -1.777651, -2.761068], [-2.867589, 1.388801, 1.265211], [0.117681, 0.881546, 0.780865], [-2.306169, 0.214717, -1.388367], [6.840062, 5.720628, -1.873027], [-2.808715, -1.916117, 2.258031], [-1.647573, -4.967757, 0.817931], [-3.272209, -3.836739, -1.510780], [-2.534093, -5.453993, 2.276237]],
  "forces_ev_per_angstrom": [[-1.2982, 2.5956, -1.3169], [-0.5210, -1.8127, 1.0315], [0.8720, -0.1790, 0.2191], [0.5264, 2.7074, 1.0384], [-5.8346, 1.5888, -0.5706], [0.3067, 0.7816, -2.3033], [-1.8451, 1.5180, -0.1114], [0.6862, 1.1276, 1.0447], [3.8106, 2.2060, 0.2798], [-1.3189, -0.6733, -0.0105], [1.0159, -2.8984, 1.0791], [0.8168, 2.0034, -1.7981], [0.2730, 1.6835, -1.2725], [-0.6784, -1.6593, 3.5894], [-0.5559, -3.8404, 0.4747], [0.0989, 0.6854, 1.6887], [-0.5320, -1.5864, 1.0595], [-0.2683, 0.3157, -1.7657], [0.4679, 0.7663, 0.6312], [1.2112, 0.8497, -0.9187], [0.1560, 1.4846, -1.1291], [-1.2425, -0.2856, -2.5161], [0.6765, -0.9489, 0.1693], [1.4612, 1.9700, -0.7849], [-0.2921, -0.4920, -2.1178], [3.9627, -1.5129, 1.3625], [-0.1671, 0.2960, 0.0460], [0.4692, -1.9855, 0.0826], [-0.7525, -0.7810, 0.7005], [-0.8753, -3.0743, -1.4145], [0.5211, 0.3687, -0.4459], [-0.6682, -0.4810, 1.4560], [1.0512, -1.0310, -0.2327], [-1.0095, -0.0792, 0.3232], [0.1261, 1.2869, -0.6685], [-0.6441, -0.4590, 0.2766], [0.3140, 0.1859, 1.3794], [-0.1019, 0.3168, 0.3560], [-0.0842, -0.4351, 0.5640], [-0.1339, -0.5230, 0.5251]],
  "lowdin_charge": [0.1518, -0.0242, 0.0807, 0.1677, 0.0997, 0.0935, 0.1519, 0.0939, 0.1824, 0.0837, -0.3248, -0.0661, -0.2328, -0.4693, -0.6091, -0.1898, -0.0228, -0.0736, -0.0505, 0.0033, -0.1006, 0.0541, -0.0563, -0.3131, -0.0211, -0.3396, 0.1134, 0.2149, 0.1303, 0.0891, 0.1114, 0.1295, 0.1389, 0.1084, 0.0886, 0.1107, 0.1059, 0.1509, 0.1088, 0.1298]
}


| no. | molecular weight (g/mol) |
| --- | --- |
| 1 | 1263.88 |
| 2 | 358.31 |